Record 1
The following is a DFT calculation (ωB97M-V/def2-TZVPD) of a cluster of 7 separate species, C4H20NO9 in total in a non-equilibrium geometry.

```
34
Properties=species:S:1:pos:R:3:forces:R:3:lowdin_charge:R:1
C 0.504907 1.711345 1.590872 0.58 -0.79 -0.12 -0.2200
O 1.510518 1.267469 2.503627 -1.75 -0.54 0.63 -0.0596
C 0.733294 1.306458 0.151731 -0.33 -0.38 -0.36 -0.3851
C -0.478158 1.687913 -0.688365 0.27 1.29 -0.71 -0.0925
C -0.188797 1.474426 -2.197877 -0.44 -0.50 0.28 -0.6964
O 0.702069 2.143483 -2.727257 0.29 0.09 0.04 -0.0257
O -0.921926 0.598014 -2.744485 0.21 -0.04 -0.43 -0.0810
N 0.955222 -0.136242 -0.002034 0.92 -0.11 0.62 0.0783
H -0.393467 1.233009 1.937042 -0.61 -0.14 0.17 0.1133
H 0.374135 2.771234 1.622648 -0.04 0.93 0.19 0.1094
H 1.619795 1.780815 -0.276162 -0.06 0.48 0.16 0.1323
H -0.769329 2.750307 -0.594393 0.52 -0.18 0.18 0.1237
H -1.375123 1.155875 -0.427213 -0.23 -0.68 0.36 0.1012
H 2.934598 0.376848 -2.661989 0.61 -0.82 0.97 0.0579
H 0.187066 -0.580377 -0.459562 -0.48 -0.34 -0.15 0.0491
H 1.146889 -0.574286 0.896635 -0.21 0.04 -0.24 0.0680
H -1.708695 -2.657940 1.768425 0.25 -0.36 -0.71 0.0023
H -1.252539 -1.643890 2.839636 -0.51 -0.34 -0.46 0.0546
O -2.032563 -1.978515 2.356366 0.44 0.76 1.09 -0.0587
H -1.303554 -2.468236 -0.737972 -0.15 -0.40 0.32 0.0009
H -1.589845 -3.934749 -0.858351 0.65 0.65 0.91 0.0567
O -1.116919 -3.309291 -0.254317 -0.69 -0.28 -1.05 -0.1082
H -3.542506 -0.530783 2.136770 0.79 -0.46 0.37 -0.0125
H -4.002421 -0.454188 0.731362 1.02 -0.21 -2.55 -0.0210
O -4.306805 -0.401142 1.594154 -1.91 0.61 2.05 -0.0326
H 3.119815 -0.670855 -1.482022 -0.22 0.59 -0.79 0.0168
H 4.025255 -0.198785 1.311982 0.10 0.17 0.37 0.0413
O 3.603435 -0.182280 -2.180601 -0.69 0.37 -0.01 -0.1033
H -3.241068 -1.216835 -2.197735 1.46 -0.01 0.23 0.0563
H -1.707965 -0.680409 -2.286187 -0.32 0.64 -0.14 -0.0196
O -2.304495 -1.411866 -1.958202 -1.14 -0.53 0.07 -0.1235
H 2.348992 1.519239 2.192232 1.87 0.56 -0.83 0.0277
H 4.137614 0.585011 0.083290 0.03 0.45 -0.77 0.0038
O 4.332572 0.669222 1.017947 -0.23 -0.52 0.32 -0.0537
```
Positions in Å, forces in eV/Å.

## Properties
E	-896.43171	Ha
molecular weight	226.20	g/mol
E_LUMO	0.10429	hartree
relative energy (zero: lowest compared OMol25 entry of this formula, charge and spin)	37.2	kcal per mole
charge	-1
gap between HOMO and LUMO	8.35	eV
HOMO level	-5.509	eV

Record 2
The following is a DFT calculation (ωB97M-V/def2-TZVPD) of a structure of composition CH3BaMgO2 in a non-equilibrium geometry.

```
8
Properties=species:S:1:pos:R:3:forces:R:3:lowdin_charge:R:1
O 0.026164 -0.682614 -1.345437 0.01 0.30 0.12 -0.3930
C 0.847323 -0.713088 -0.236083 -0.20 -0.67 -0.24 -0.6255
O 0.206088 -0.019845 0.817085 -0.39 1.62 0.88 -0.7615
H 1.851683 -0.280275 -0.443250 -0.24 0.06 0.06 0.0893
H 1.003868 -1.745649 0.146999 0.06 0.08 -0.31 0.0936
Mg -1.289695 0.479251 -0.492641 -0.56 -0.43 -0.57 0.4003
Ba 0.479117 1.863797 2.535815 0.05 -0.60 -0.38 0.3627
H -3.124549 1.098423 -0.982489 1.27 -0.35 0.43 -0.1658
```
Positions in Å, forces in eV/Å.

## Properties
E	-415.95846	Ha
molecular weight	208.67	g/mol
E_LUMO	0.09233	hartree
relative energy (zero: lowest compared OMol25 entry of this formula, charge and spin)	0.0	kcal per mole
charge	-1
gap between HOMO and LUMO	4.01	eV
HOMO level	-1.498	eV

Record 3
The following is a DFT calculation (ωB97M-V/def2-TZVPD) of a structure of composition C46H45GeN6PPtS.

```
101
Properties=species:S:1:pos:R:3:forces:R:3:lowdin_charge:R:1
Pt 0.900361 -0.401113 -0.909922 0.04 -0.53 -0.23 0.7559
C 1.571257 -3.360646 4.221807 0.02 0.00 -0.05 -0.0133
C 0.434935 -2.419281 4.347159 0.08 0.02 -0.09 -0.3613
N -0.064100 -1.975057 5.455216 0.04 -0.06 0.23 0.0927
N -1.069298 -1.142385 5.053816 0.05 -0.02 -0.28 -0.0012
C -1.212840 -1.058467 3.709971 0.02 -0.15 0.18 -0.8415
S -2.366915 -0.259585 2.844176 -0.18 0.20 -0.18 0.5859
N -0.203252 -1.874638 3.262285 0.06 0.11 0.28 -0.1005
N 0.108976 -2.200606 1.949196 -0.18 -0.22 -0.29 0.1103
H 1.705827 -3.888759 5.162252 0.00 0.01 0.01 0.0765
H 2.491624 -2.825263 3.981419 0.00 -0.01 -0.03 0.0814
H 1.375151 -4.062632 3.412231 0.01 -0.02 0.02 0.0760
H -1.659897 -0.678968 5.717322 -0.03 0.00 0.02 0.1340
H 0.890549 -1.631790 1.632073 -0.04 0.20 -0.02 0.0390
H -0.671990 -1.941025 1.328877 0.04 0.07 0.09 0.0097
N -1.000303 -1.031842 -0.597715 0.11 0.17 0.32 -0.4314
P -1.624570 -1.091137 -2.013382 -0.21 -0.07 -0.28 0.6702
C -3.109674 -2.139284 -2.026527 0.00 -0.02 -0.03 -0.2916
C -3.728596 -2.386072 -0.804102 0.09 0.10 -0.02 -0.0730
C -4.856802 -3.188449 -0.749198 -0.10 -0.06 0.02 -0.0841
C -5.369494 -3.750828 -1.910670 -0.02 -0.01 0.03 -0.1011
C -4.750704 -3.512802 -3.130181 -0.01 -0.01 -0.06 -0.0950
C -3.621420 -2.709148 -3.189022 0.01 0.00 0.06 -0.0885
C -2.171857 0.483570 -2.779656 0.09 -0.09 -0.01 -0.2810
C -3.492844 0.735003 -3.130028 -0.03 -0.02 0.05 -0.0751
C -3.857611 1.965614 -3.660402 -0.07 0.03 -0.01 -0.0918
C -2.904309 2.952355 -3.850469 0.01 0.06 -0.02 -0.0939
C -1.580014 2.709352 -3.506626 0.01 -0.01 0.01 -0.0784
C -1.217826 1.484039 -2.971247 0.00 0.02 -0.11 -0.1219
C -0.552416 -1.819819 -3.324323 -0.14 0.02 0.03 -0.3070
C -0.484730 -1.375959 -4.642637 -0.03 0.05 0.02 -0.0936
C 0.414949 -1.952172 -5.528846 0.00 0.05 -0.08 -0.0854
C 1.248654 -2.978939 -5.113432 0.04 -0.02 0.07 -0.0843
C 1.174729 -3.442164 -3.806875 0.07 0.01 -0.08 -0.0762
C 0.279867 -2.866022 -2.921835 -0.04 -0.01 0.13 -0.1065
H -3.302616 -1.942079 0.089443 0.00 -0.01 0.01 0.0772
H -5.335593 -3.378588 0.203418 0.00 0.00 0.00 0.1003
H -6.249278 -4.381300 -1.865614 0.00 0.00 0.00 0.0947
H -5.144151 -3.958642 -4.035676 0.00 0.00 0.01 0.0965
H -3.128818 -2.532943 -4.138657 0.00 0.00 -0.01 0.1045
H -4.246940 -0.027328 -2.980129 0.00 0.00 -0.01 0.0973
H -4.892453 2.151152 -3.921792 0.01 0.01 0.00 0.0971
H -3.190805 3.911835 -4.263447 0.00 0.00 0.00 0.0966
H -0.826703 3.474321 -3.651523 0.00 0.00 0.00 0.0973
H -0.183936 1.296644 -2.692296 0.01 0.01 0.01 0.0658
H -1.116265 -0.559530 -4.974479 0.01 -0.01 0.02 0.1026
H 0.480348 -1.580052 -6.544407 0.00 0.00 0.01 0.1000
H 1.975909 -3.401832 -5.793989 0.00 0.00 -0.02 0.1015
H 1.840169 -4.226370 -3.471504 0.01 -0.01 0.01 0.1049
H 0.230870 -3.211118 -1.893410 0.01 0.02 -0.01 0.0970
C 2.764258 0.736012 1.896859 -0.17 0.10 -0.20 -0.2432
Ge 1.631830 1.399180 0.391782 0.13 0.17 0.21 0.8108
C 0.123817 2.363778 1.248557 0.21 -0.20 -0.04 -0.3063
C -1.082390 2.551028 0.582470 -0.10 -0.15 -0.10 -0.1389
C -2.126121 3.248545 1.170408 -0.08 0.01 0.01 -0.0968
C -1.985384 3.763703 2.450699 0.01 0.01 0.02 -0.1112
C -0.797529 3.567553 3.139421 -0.07 0.03 0.03 -0.1076
C 0.242383 2.872041 2.540390 0.20 0.01 -0.01 -0.1204
C 2.503777 2.771681 -0.764184 -0.28 -0.03 0.10 -0.2282
C 1.638819 3.620146 -1.412756 -0.11 -0.09 0.17 -0.1173
C 2.082515 4.619632 -2.299296 0.19 0.12 -0.10 -0.0847
C 3.418444 4.785965 -2.529568 -0.17 0.00 0.01 -0.0508
C 4.355931 3.937466 -1.896450 -0.07 -0.07 0.06 -0.1814
C 5.741563 4.069390 -2.151890 0.15 -0.05 0.02 -0.0523
C 6.645011 3.214285 -1.586843 -0.04 0.15 -0.12 -0.0970
C 6.194622 2.181709 -0.742561 -0.12 -0.12 0.11 -0.0796
C 4.861854 2.039974 -0.469830 0.22 -0.10 0.07 -0.0408
C 3.897426 2.915889 -1.020183 0.07 0.03 -0.15 -0.1838
H 3.339626 1.531699 2.374409 0.00 0.03 -0.06 0.0193
H 3.450466 -0.030098 1.535063 -0.03 0.01 -0.02 -0.0083
H 2.114582 0.291794 2.656238 -0.05 0.01 -0.04 0.0003
H -1.228478 2.100142 -0.393555 0.00 0.03 0.02 0.0704
H -3.061126 3.369366 0.635937 0.00 0.00 -0.01 0.0997
H -2.804965 4.297043 2.916975 0.00 0.00 0.00 0.0933
H -0.683185 3.949134 4.147484 0.00 0.00 0.00 0.0932
H 1.162719 2.725454 3.098858 -0.02 0.00 -0.03 0.0892
H 0.571615 3.538071 -1.235744 0.00 -0.01 0.01 0.0768
H 1.357092 5.261855 -2.785515 0.01 0.00 -0.01 0.0957
H 3.779996 5.555457 -3.202358 -0.01 0.01 -0.01 0.1038
H 6.069073 4.856995 -2.821559 0.01 0.00 0.00 0.1034
H 7.702143 3.314840 -1.800029 0.00 0.01 -0.01 0.0939
H 6.907646 1.482759 -0.323179 -0.01 0.00 0.01 0.0981
H 4.523912 1.220344 0.146721 0.01 0.02 -0.03 0.0703
C 3.082458 0.681597 -4.128751 0.01 0.02 -0.03 -0.0418
C 3.708824 -0.599263 -3.659363 -0.19 0.08 0.21 -0.2356
C 4.498399 -1.385666 -4.469170 0.13 -0.11 -0.22 -0.0908
C 5.043379 -2.589720 -4.025207 -0.07 0.12 0.03 -0.1310
C 4.775452 -2.988741 -2.722772 0.07 -0.21 0.02 -0.0965
C 3.984198 -2.240742 -1.866988 -0.09 0.09 -0.07 -0.2473
C 3.713482 -2.684378 -0.457243 0.06 -0.05 -0.03 -0.0688
C 3.432755 -1.016328 -2.328426 -0.03 -0.32 -0.12 -0.3545
N 2.724100 -0.215752 -1.515151 0.45 0.66 0.59 -0.1411
H 3.432740 0.952848 -5.126430 0.00 -0.02 -0.02 0.0716
H 3.307295 1.503253 -3.441271 -0.01 -0.04 0.01 0.0662
H 1.990480 0.589036 -4.157852 0.03 0.02 0.01 0.0640
H 4.689868 -1.048874 -5.484734 0.01 -0.02 0.01 0.0990
H 5.663439 -3.193320 -4.675138 0.01 0.00 -0.01 0.0789
H 5.188246 -3.923432 -2.350420 0.00 0.01 -0.03 0.0976
H 3.926855 -3.747840 -0.328884 0.04 0.01 -0.02 0.0686
H 2.672458 -2.503165 -0.181783 -0.04 0.00 0.01 0.0336
H 4.329390 -2.129638 0.258721 -0.03 0.04 0.02 0.0706
```
Positions in Å, forces in eV/Å.

## Properties
E	-5044.25523	Ha
molecular weight	1012.64	g/mol
E_LUMO (spin up / spin down)	0.09297 / 0.09295	hartree
<S²>	0.762
relative energy (zero: lowest compared OMol25 entry of this formula, charge and spin)	0.0	kcal per mole
charge	-1
2S+1	2
gap between HOMO and LUMO (spin up / spin down)	6.39 / 6.12	eV
HOMO level (spin up / spin down)	-3.863 / -3.594	eV

Record 4
The following is a DFT calculation (ωB97M-V/def2-TZVPD) of the ion C5H11ClNS with charge +1 in a non-equilibrium geometry.

```
19
Properties=species:S:1:pos:R:3:forces:R:3:lowdin_charge:R:1
C 0.243837 1.416236 -0.711591 5.44 -0.39 -3.99 -0.9087
C -0.801632 -1.404274 -1.399583 1.51 1.52 -0.26 -0.0411
C 1.399699 -0.368112 0.401695 1.73 -0.80 -2.14 -0.0805
C -0.249313 0.995053 1.606161 0.47 -3.12 1.28 0.0006
C -0.986358 -0.642848 -0.079718 -0.18 2.23 0.85 -0.1408
N 0.151414 0.359824 0.254016 -0.22 0.53 1.80 -0.4464
S 1.918325 1.463455 -2.082433 -4.30 0.02 3.36 0.5470
Cl -0.945184 2.510054 -0.779771 -0.89 0.91 -0.28 0.8809
H -1.782092 -1.453208 -1.856684 0.04 -0.40 -0.23 0.0868
H -0.043170 -0.900486 -2.173210 -1.77 -0.81 1.80 0.1193
H -0.383627 -2.354500 -1.125465 -0.09 -0.69 -0.41 0.0760
H 1.474468 -1.202083 1.087232 -1.28 -0.22 0.30 0.1186
H 1.572754 -0.769099 -0.657464 0.60 0.70 1.77 0.0860
H 2.135466 0.317406 0.793777 0.54 0.29 -0.66 0.1059
H -0.059992 0.118666 2.305215 -0.73 0.94 -0.65 0.1296
H 0.397577 1.734042 2.069727 0.03 0.63 -1.08 0.1211
H -1.309678 1.183760 1.533452 0.03 0.53 0.38 0.0828
H -0.975898 -1.188564 0.918640 -0.67 0.09 -1.72 0.1571
H -1.756596 0.184678 -0.103996 -0.26 -1.96 -0.14 0.1057
```
Positions in Å, forces in eV/Å.

## Properties
E	-1109.80618	Ha
molecular weight	152.67	g/mol
SMILES string	CC[N+](C)(C)C(=S)Cl
E_LUMO (spin up / spin down)	-0.19327 / -0.22655	hartree
relative energy (zero: lowest compared OMol25 entry of this formula, charge and spin)	31.0	kcal per mole
charge	+1
gap between HOMO and LUMO (spin up / spin down)	8.36 / 7.06	eV
HOMO level (spin up / spin down)	-13.616 / -13.221	eV